The following is a quantum chemistry calculation of one molecule with the formula C2H3N3O5S2 in a non-equilibrium geometry, from OMol25.

Computed properties:
Energy above the lowest of the compared OMol25 structures with the same formula, charge and spin (kJ/mol): 93.6
HOMO energy (spin up / spin down) (eV): -11.1 / -10.1

Each line ends with the natural charge from an NBO analysis.
Atoms and positions in Å:
C: -0.73 -0.49 0.24  0.36
C: 0.80 0.92 -1.61  -0.27
N: -1.35 -1.37 -0.56  -0.42
N: -0.78 0.88 0.20  -0.20
N: -0.09 -1.10 1.17  -0.53
O: -1.45 -3.41 1.21  -0.85
O: 0.51 -3.22 -0.14  -0.87
O: 1.27 2.56 1.08  -0.84
O: -0.67 2.25 2.64  -0.81
O: -0.33 1.45 -0.92  -0.30
S: -0.57 -2.61 0.49  2.32
S: 0.25 1.67 1.67  1.79
H: 0.45 0.30 -2.50  0.20
H: 1.40 0.41 -0.99  0.19
H: 1.29 1.76 -1.98  0.22